Model A:
ORCA calculation (ωB97M-V/def2-TZVPD) on a 5-piece molecular cluster, CH13NO4 overall.

Each line ends with the Mulliken charge.
Positions of all 19 atoms, in Å:
1 C -2.778 -0.165 2.301  -0.697
2 N -1.910 0.936 1.703  -0.552
3 H -3.692 -0.470 1.791  0.290
4 H -2.023 -1.002 2.495  0.254
5 H -3.031 0.276 3.397  0.265
6 H -1.320 1.341 2.476  0.253
7 H -2.482 1.780 1.493  0.221
8 O -1.060 -0.575 -1.253  -0.639
9 H -1.338 -0.188 -0.483  0.306
10 H -1.773 -1.140 -1.555  0.299
11 O 2.536 0.048 -3.077  -0.618
12 H 2.831 0.257 -3.950  0.288
13 H 1.589 0.193 -3.115  0.299
14 O 1.508 0.518 0.385  -0.641
15 H 0.714 0.311 -0.156  0.307
16 H 1.851 -0.314 0.766  0.335
17 O 3.702 -0.772 -0.692  -0.635
18 H 3.585 0.069 -1.162  0.336
19 H 3.093 -1.103 -1.364  0.329

Summary:
LUMO = 0.555 eV
Kohn-Sham gap = 0.3780 Eh
E_HOMO = -9.73 eV

***

Model B:
ORCA calculation (ωB97M-V/def2-TZVPD) on a 6-piece molecular cluster, CH13NO4 overall.

Each line ends with the Mulliken charge.
Positions of all 19 atoms, in Å:
1 C 0.243 -0.832 -1.051  -1.184
2 N -0.456 0.428 -1.288  -0.170
3 H 1.105 -0.842 -1.715  0.374
4 H -0.390 -1.703 -1.275  0.374
5 H 0.630 -0.858 -0.048  0.650
6 H -1.089 0.548 -0.481  0.101
7 H 0.192 1.227 -1.319  0.458
8 H -2.827 -2.791 0.545  0.403
9 H -2.379 -1.539 0.068  0.187
10 O -3.027 -2.192 -0.195  -0.609
11 H -1.433 -0.924 0.953  0.067
12 H -0.979 1.113 1.578  0.256
13 O -0.882 2.071 1.489  -0.679
14 H 2.247 0.437 0.295  0.371
15 H 1.925 2.475 0.267  0.239
16 O 1.304 1.995 -0.293  -0.912
17 H -0.152 2.112 0.827  0.424
18 H 3.382 -0.284 1.077  0.303
19 O 2.585 -0.441 0.563  -0.653

Summary:
LUMO = -5.734 eV
Kohn-Sham gap = 0.1484 Eh
E_HOMO = -9.77 eV

***

Going by the energies, model A is most stable and the next is 180.3 kcal/mol up.

***

Model A:
ORCA calculation (ωB97M-V/def2-TZVPD) on C27H22F2O5S2 as an isolated structure.

Each line ends with the Mulliken charge.
Positions of all 58 atoms, in Å:
1 F 3.348 4.122 -2.611  -0.342
2 C 2.829 3.689 -1.414  0.155
3 C 3.258 4.293 -0.240  -0.745
4 C 2.722 3.830 0.964  -0.868
5 C 1.761 2.821 0.960  -0.602
6 C 1.317 2.246 -0.235  0.373
7 C 0.131 1.274 -0.192  0.318
8 C -0.750 1.325 -1.452  -0.181
9 C -1.985 1.984 -1.357  -0.470
10 C -2.736 2.254 -2.499  -0.781
11 C -2.287 1.840 -3.756  -0.625
12 C -1.082 1.159 -3.820  -0.023
13 F -0.611 0.782 -5.056  -0.392
14 C -0.310 0.862 -2.691  -0.094
15 C 1.877 2.671 -1.445  -0.357
16 H 3.973 5.112 -0.263  0.448
17 H 3.024 4.266 1.915  0.429
18 H 1.324 2.494 1.901  0.597
19 H -0.507 1.612 0.642  0.838
20 H -2.355 2.262 -0.366  0.447
21 H -3.684 2.783 -2.405  0.390
22 H -2.846 2.048 -4.666  0.478
23 H 0.616 0.297 -2.796  0.721
24 H 1.600 2.239 -2.405  0.736
25 C 2.729 -0.536 -0.729  -0.525
26 O 1.281 -0.838 -0.615  -0.309
27 C 0.486 -0.129 0.218  -0.295
28 S -0.987 -1.167 0.610  1.827
29 C -1.702 -1.721 -0.912  -0.109
30 C -2.911 -1.176 -1.342  -0.350
31 C -3.301 -1.398 -2.657  -0.535
32 C -2.530 -2.235 -3.469  -0.545
33 C -1.461 -2.957 -2.931  -0.593
34 C -1.058 -2.729 -1.620  -0.485
35 O -0.461 -2.385 1.205  -0.669
36 O -1.963 -0.331 1.270  -0.714
37 S 1.129 -0.295 2.381  1.925
38 C 0.596 -1.563 3.594  -0.085
39 C -0.573 -1.332 4.310  -0.165
40 C -0.954 -2.239 5.303  -0.779
41 C -0.180 -3.376 5.556  -0.384
42 C 0.968 -3.617 4.791  -0.722
43 C 1.356 -2.710 3.797  -0.246
44 O 2.591 -0.278 2.348  -0.827
45 O 0.448 0.884 2.920  -0.744
46 H 3.185 -1.408 -1.206  0.299
47 H 2.867 0.364 -1.337  0.273
48 H 3.156 -0.391 0.267  0.213
49 H -3.490 -0.551 -0.663  0.463
50 H -4.172 -0.872 -3.055  0.434
51 H -2.779 -2.337 -4.526  0.403
52 H -0.925 -3.693 -3.529  0.388
53 H -0.251 -3.280 -1.144  0.479
54 H -1.189 -0.460 4.092  0.418
55 H -1.854 -2.036 5.885  0.381
56 H -0.484 -4.083 6.333  0.370
57 H 1.566 -4.515 4.960  0.371
58 H 2.238 -2.879 3.181  0.390

Summary:
LUMO = -0.714 eV
Kohn-Sham gap = 0.3136 Eh
E_HOMO = -9.25 eV

***

Model B:
ORCA calculation (ωB97M-V/def2-TZVPD) on a 2-piece molecular cluster, C27H22F2O5S2 overall.

Each line ends with the Mulliken charge.
Positions of all 58 atoms, in Å:
1 F 3.352 -2.255 2.488  -0.309
2 C 2.122 -1.709 2.749  0.459
3 C 2.023 -0.733 3.750  -0.808
4 C 0.785 -0.157 3.968  -0.325
5 C -0.332 -0.463 3.131  1.374
6 C -1.415 0.460 3.100  -1.435
7 C -2.180 0.771 1.929  0.576
8 C -2.230 2.145 1.561  -0.378
9 C -2.633 2.533 0.295  -0.783
10 C -3.168 1.552 -0.543  0.481
11 F -3.579 1.930 -1.796  -0.341
12 C -3.340 0.227 -0.146  -0.998
13 C -2.809 -0.173 1.077  0.225
14 C -0.208 -1.575 2.246  0.072
15 C 1.027 -2.151 2.006  -0.961
16 H 2.889 -0.448 4.353  0.437
17 H 0.649 0.602 4.746  0.405
18 H -1.322 1.278 3.800  0.308
19 H -1.852 2.883 2.271  0.443
20 H -2.557 3.568 -0.027  0.421
21 H -3.861 -0.469 -0.801  0.439
22 H -2.876 -1.219 1.379  0.467
23 H -1.091 -1.954 1.725  0.197
24 H 1.155 -2.934 1.257  0.446
25 C -3.034 -2.339 5.118  -0.536
26 O -3.995 -1.273 5.534  -0.363
27 C -3.647 0.006 5.580  0.142
28 S -5.096 1.093 5.785  1.479
29 C -5.919 1.074 4.188  -0.114
30 C -5.456 1.960 3.212  -0.392
31 C -5.959 1.879 1.914  -0.635
32 C -6.939 0.931 1.607  -0.462
33 C -7.439 0.081 2.602  -0.617
34 C -6.955 0.181 3.910  -0.292
35 O -5.992 0.496 6.759  -0.689
36 O -4.581 2.434 5.981  -0.634
37 S -2.207 0.426 6.625  1.711
38 C -2.884 1.114 8.129  -0.385
39 C -2.768 2.488 8.341  -0.035
40 C -3.305 3.062 9.488  -0.675
41 C -3.919 2.256 10.452  -0.397
42 C -4.064 0.883 10.219  -0.691
43 C -3.548 0.307 9.056  -0.182
44 O -1.537 -0.806 7.008  -0.766
45 O -1.448 1.517 6.038  -0.703
46 H -3.669 -3.218 5.045  0.313
47 H -2.581 -2.032 4.169  0.098
48 H -2.300 -2.475 5.909  0.342
49 H -4.719 2.715 3.475  0.443
50 H -5.580 2.558 1.150  0.497
51 H -7.326 0.872 0.589  0.412
52 H -8.208 -0.656 2.358  0.392
53 H -7.383 -0.419 4.711  0.455
54 H -2.289 3.108 7.587  0.395
55 H -3.242 4.146 9.599  0.368
56 H -4.283 2.698 11.381  0.367
57 H -4.587 0.251 10.941  0.361
58 H -3.686 -0.754 8.842  0.381

Summary:
LUMO = -2.475 eV
Kohn-Sham gap = 0.1562 Eh
E_HOMO = -6.73 eV

***

Going by the energies, model A is most stable and the next is 60.3 kcal/mol up.

***

Model A:
ORCA calculation (ωB97M-V/def2-TZVPD) on a 4-piece molecular cluster, C2H12O3S overall.

Each line ends with the Mulliken charge.
Positions of all 18 atoms, in Å:
1 C 1.959 -0.550 -0.800  -0.790
2 S 0.799 -1.914 -0.524  -0.105
3 C -0.628 -1.326 -1.454  -0.698
4 H 1.877 0.037 -1.707  0.300
5 H 2.892 -1.115 -0.904  0.323
6 H 2.017 0.081 0.081  0.222
7 H -1.579 -1.560 -0.973  0.288
8 H -0.623 -0.240 -1.529  0.143
9 H -0.637 -1.703 -2.476  0.333
10 O 0.123 2.027 -0.901  -0.612
11 H -0.065 1.713 -0.026  0.311
12 H 0.120 2.988 -0.790  0.276
13 O -0.200 -0.529 2.345  -0.619
14 H -0.521 -0.098 3.130  0.283
15 H 0.166 -1.316 2.767  0.283
16 O -1.710 1.489 1.360  -0.660
17 H -1.450 0.582 1.544  0.379
18 H -2.539 1.434 0.855  0.343

Summary:
LUMO = 0.458 eV
Kohn-Sham gap = 0.3155 Eh
E_HOMO = -8.13 eV

***

Model B:
ORCA calculation (ωB97M-V/def2-TZVPD) on a 4-piece molecular cluster, C2H12O3S overall.

Each line ends with the Mulliken charge.
Positions of all 18 atoms, in Å:
1 C -1.480 2.559 -0.852  -1.002
2 C -1.916 1.932 0.469  -0.430
3 S -2.563 0.247 0.190  -0.260
4 H -0.435 2.479 -1.006  0.261
5 H -2.013 2.135 -1.696  0.346
6 H -1.603 3.640 -0.736  0.280
7 H -2.766 2.505 0.774  0.358
8 H -1.144 1.899 1.226  0.353
9 H -3.068 -0.003 1.396  0.111
10 O 3.255 -1.842 -0.542  -0.574
11 H 3.982 -1.507 -0.012  0.295
12 H 3.639 -2.503 -1.121  0.296
13 O 1.426 0.566 -0.539  -0.636
14 H 1.113 -0.346 -0.575  0.305
15 H 0.919 0.997 0.160  0.297
16 O 1.275 -4.309 0.998  -0.619
17 H 0.556 -4.845 1.344  0.309
18 H 0.824 -3.604 0.525  0.308

Summary:
LUMO = 0.569 eV
Kohn-Sham gap = 0.3583 Eh
E_HOMO = -9.18 eV

***

Going by the energies, model A is most stable and the next is 3.9 kcal/mol up.

***

Model A:
ORCA calculation (ωB97M-V/def2-TZVPD) on one molecule with the formula C2H6BrClSi.

Each line ends with the Mulliken charge.
Positions of all 11 atoms, in Å:
1 Cl 2.318 -1.498 1.787  -0.274
2 Si 0.856 -1.196 0.383  0.556
3 C 0.160 0.568 0.470  -0.646
4 C -1.093 0.886 -0.755  -0.678
5 Br -2.752 -0.102 -0.554  -0.139
6 H 1.768 -1.181 -0.759  -0.119
7 H 0.183 -2.469 0.454  -0.123
8 H -0.323 0.983 1.438  0.361
9 H 0.802 1.256 -0.065  0.329
10 H -1.421 2.055 -0.690  0.342
11 H -0.499 0.699 -1.709  0.390

Summary:
LUMO = 0.554 eV
Kohn-Sham gap = 0.3972 Eh
E_HOMO = -10.25 eV

***

Model B:
ORCA calculation (ωB97M-V/def2-TZVPD) on a 2-piece molecular cluster, C2H6BrClSi overall.

Each line ends with the Mulliken charge.
Positions of all 11 atoms, in Å:
1 Cl 1.097 -0.773 -1.201  -0.123
2 Si 2.001 0.595 -0.057  0.594
3 Br 0.948 2.556 -0.383  -0.226
4 H 2.069 0.360 1.424  -0.094
5 H 3.480 0.750 -0.281  -0.132
6 C -1.339 -0.288 0.622  -0.503
7 C -1.853 -0.887 -0.397  -0.489
8 H -1.271 -0.622 1.652  0.228
9 H -1.072 0.731 0.543  0.271
10 H -2.239 -1.896 -0.443  0.248
11 H -1.822 -0.526 -1.479  0.226

Summary:
LUMO = 0.687 eV
Kohn-Sham gap = 0.3950 Eh
E_HOMO = -10.06 eV

***

Going by the energies, model B is most stable and the next is 21.8 kcal/mol up.